# C14H19F3NO16S2

A 4-piece molecular cluster, C14H19F3NO16S2 overall in a non-equilibrium geometry (wB97M-V/def2-TZVPD, OMol25).

As for the largest force on an atom: 8.5 eV/A. Its net charge is -1. The calculation puts the highest occupied orbital energy at -6.048 eV. The calculation puts the total energy at -78893.722 eV. Its orbital gap is 7.616 eV.

Structure (XYZ):
```
55
C14H19F3NO16S2 | OMol25 | wB97M-V/def2-TZVPD
C 0.245 -0.614 -0.800
C -1.128 0.279 -0.716
C -0.927 1.879 -1.063
O 0.354 2.266 -1.317
O -2.002 2.881 -1.155
C -2.963 2.774 -0.046
C -4.320 3.724 -0.282
S -5.551 2.582 -1.191
O -4.782 1.648 -2.154
O -6.420 3.528 -2.108
N -6.500 1.780 0.033
S -6.524 0.046 -0.159
O -5.099 -0.618 -0.156
O -7.226 -0.522 1.136
O -7.510 -0.505 -1.468
H 0.019 -1.650 -0.258
H 1.109 -0.102 -0.188
H 0.582 -0.781 -1.910
H -1.972 -0.123 -1.445
H -1.595 0.244 0.380
H -2.427 3.065 0.977
H -3.397 1.676 0.110
H -4.078 4.697 -0.898
H -4.694 3.988 0.820
H -6.904 -0.637 -2.258
C 1.810 -2.120 3.816
C 1.518 -0.809 4.463
O 0.939 -0.051 3.426
C 0.331 -0.963 2.616
O -0.501 -0.681 1.770
O 0.763 -2.236 2.873
F 2.660 -0.199 4.851
H 2.772 -2.130 3.293
H 1.789 -2.949 4.528
H 0.823 -0.870 5.307
C 7.225 -1.977 3.320
C 6.603 -0.643 3.558
O 5.224 -0.928 3.613
C 5.144 -2.206 4.081
O 4.125 -2.711 4.522
O 6.348 -2.850 4.003
F 6.825 0.185 2.513
H 7.254 -2.248 2.259
H 8.238 -2.042 3.727
H 6.917 -0.161 4.490
C -0.284 -0.225 -5.643
C 0.852 -0.136 -6.605
O 1.979 0.010 -5.771
C 1.650 -0.630 -4.615
O 2.457 -0.957 -3.760
O 0.306 -0.869 -4.532
F 0.745 0.969 -7.376
H -0.657 0.757 -5.337
H -1.118 -0.811 -6.038
H 0.974 -1.022 -7.237
```

# C14H19F6IN2O4S

C14H19F6IN2O4S as an isolated structure in a non-equilibrium geometry (wB97M-V/def2-TZVPD, OMol25).

As for the largest force on an atom: 8.5 eV/A. The calculation puts the highest occupied orbital energy at -8.781 eV. The energy above the lowest of the compared OMol25 structures with the same formula, charge and spin comes out at 598.8 kJ/mol. The calculation puts the total energy at -61228.429 eV. Its orbital gap is 7.025 eV.

Structure (XYZ):
```
47
C14H19F6IN2O4S | OMol25 | wB97M-V/def2-TZVPD
O 1.046 -2.546 0.563
S 0.233 -3.579 -0.201
O 1.109 -4.816 -0.292
F -1.167 -3.809 0.674
N 0.033 -2.977 -1.785
I 0.075 -0.941 -1.966
C -0.958 -3.672 -2.618
F -0.931 -3.126 -3.955
F -0.551 -5.049 -2.734
C -2.464 -3.674 -2.131
C -3.332 -4.921 -2.554
C -4.834 -5.055 -2.133
C -5.542 -3.938 -1.319
C -4.701 -2.685 -0.894
C -5.331 -1.484 -0.050
F -6.758 -1.453 -0.145
F -4.894 -0.274 -0.703
F -4.879 -1.419 1.289
C -3.187 -2.596 -1.301
H -2.871 -5.765 -3.167
H -5.444 -5.985 -2.419
H -6.650 -4.026 -1.033
H -2.621 -1.681 -0.934
C 1.446 1.438 -0.642
O 1.368 2.843 -0.473
C 0.575 3.234 0.651
C 1.454 3.832 1.751
N 2.284 2.806 2.385
C 3.327 3.349 3.259
C 4.415 4.219 2.610
O 5.275 3.508 1.726
C 4.784 3.376 0.401
H 1.926 1.239 -1.604
H 2.057 0.983 0.142
H 0.450 0.985 -0.649
H -0.036 2.406 1.031
H -0.107 4.012 0.295
H 0.816 4.296 2.509
H 2.070 4.613 1.294
H 2.733 2.252 1.664
H 3.820 2.489 3.725
H 2.852 3.913 4.069
H 5.060 4.583 3.417
H 4.010 5.114 2.127
H 4.178 4.232 0.092
H 4.217 2.449 0.299
H 5.642 3.303 -0.270
```

# C14H19KN3OS

C14H19KN3OS as an isolated structure (wB97M-V/def2-TZVPD, OMol25).

As for the largest force on an atom: 0.5 eV/A. Its net charge is +1. The calculation puts the highest occupied orbital energy at -11.817 eV. The energy above the lowest of the compared OMol25 structures with the same formula, charge and spin comes out at 2.8 kJ/mol. The calculation puts the total energy at -48500.867 eV. Its orbital gap is 9.190 eV.

Structure (XYZ):
```
39
C14H19KN3OS | OMol25 | wB97M-V/def2-TZVPD
K -0.704 1.660 -0.403
C -2.113 -2.717 -2.298
C -1.051 -3.194 -3.043
C 0.125 -2.468 -3.067
C 0.226 -1.272 -2.350
N -0.808 -0.817 -1.630
C -1.933 -1.529 -1.617
C 1.516 -0.495 -2.368
C 2.602 -0.975 -3.106
C 3.795 -0.277 -3.115
C 3.887 0.890 -2.382
C 2.770 1.298 -1.677
N 1.613 0.639 -1.662
H -3.055 -3.243 -2.243
H -1.129 -4.119 -3.599
H 0.948 -2.848 -3.647
H -2.750 -1.133 -1.022
H 2.536 -1.885 -3.676
H 4.636 -0.644 -3.687
H 4.795 1.475 -2.350
H 2.818 2.210 -1.092
O -1.320 1.756 2.043
S -0.176 1.341 2.925
C -0.832 1.388 4.630
C -0.770 -0.024 5.202
C -1.053 -0.961 4.031
C -0.134 -0.479 2.918
H -1.862 1.714 4.475
H -0.307 2.144 5.210
H -1.491 -0.135 6.011
H 0.220 -0.230 5.614
H -2.096 -0.880 3.722
H -0.856 -2.003 4.278
H -0.409 -0.798 1.913
H 0.904 -0.769 3.098
N -1.984 4.090 -1.440
H -1.778 4.440 -2.371
H -1.782 4.860 -0.810
H -2.995 3.987 -1.413
```

# C14H19N3O2S2

One molecule with the formula C14H19N3O2S2 in a non-equilibrium geometry (wB97M-V/def2-TZVPD, OMol25).

As for the largest force on an atom: 1.7 eV/A. The calculation puts the highest occupied orbital energy at -7.965 eV. The energy above the lowest of the compared OMol25 structures with the same formula, charge and spin comes out at 224.1 kJ/mol. The calculation puts the total energy at -45061.261 eV. The SMILES is COCCn1c(C)cc(C(=O)CSc2nnc(C)s2)c1C. Its orbital gap is 8.689 eV.

Structure (XYZ):
```
40
C14H19N3O2S2 | OMol25 | wB97M-V/def2-TZVPD
C -4.159 -2.872 0.281
O -4.031 -1.596 -0.292
C -2.838 -0.946 0.071
C -2.813 0.418 -0.631
N -1.616 1.150 -0.327
C -1.451 1.977 0.762
C -2.563 2.305 1.695
C -0.161 2.414 0.771
C 0.496 1.843 -0.357
C 1.880 1.983 -0.746
O 2.334 1.665 -1.826
C 2.784 2.584 0.331
S 4.476 1.952 0.137
C 4.094 0.276 0.226
N 2.924 -0.194 0.501
N 2.874 -1.518 0.497
C 3.983 -2.100 0.232
C 4.182 -3.564 0.171
S 5.302 -0.962 -0.068
C -0.450 1.064 -1.014
C -0.293 0.243 -2.239
H -3.342 -3.533 -0.032
H -4.167 -2.818 1.377
H -5.107 -3.275 -0.069
H -1.964 -1.543 -0.230
H -2.788 -0.813 1.164
H -3.688 0.990 -0.315
H -2.883 0.255 -1.708
H -2.188 2.953 2.482
H -2.978 1.409 2.154
H -3.369 2.827 1.176
H 0.263 3.092 1.484
H 2.441 2.334 1.332
H 2.852 3.665 0.208
H 4.506 -3.858 -0.826
H 3.245 -4.060 0.409
H 4.948 -3.870 0.882
H 0.747 0.280 -2.551
H -0.575 -0.794 -2.061
H -0.909 0.634 -3.050
```